(1)
21
Properties=species:S:1:pos:R:3 method="wB97M-V/def2-TZVPD" homo_energy_ev="-8.1 / -8.1" gap_ev="7.931 / 7.934" de_lowest_kj_mol=461.7 total_charge=0 e_tot_ha=-353.365662
C -1.729 -1.439 -1.972
N -1.186 -0.542 -1.288
C 0.001 -0.674 -0.613
C 1.035 -1.223 -1.229
C -0.013 0.036 0.617
B 1.018 0.076 1.737
C 2.506 -0.586 1.694
C -1.129 1.211 0.848
C -2.144 1.752 -0.138
H -2.436 -1.103 -2.652
H -1.433 -2.435 -2.027
H 0.931 -1.601 -2.226
H 1.974 -1.409 -0.754
H 0.866 0.781 2.675
H 2.803 -0.561 0.615
H 2.580 -1.666 1.902
H 3.106 0.106 2.226
H -0.975 1.886 1.814
H -2.428 2.685 0.168
H -2.918 1.000 -0.245
H -1.648 1.895 -1.071



(2)
30
Properties=species:S:1:pos:R:3 method="wB97M-V/def2-TZVPD" homo_energy_ev=-22.2 gap_ev=3.385 total_charge=+4 e_tot_ha=-964.141130
C 4.534 -1.304 0.432
O 3.455 -1.359 -0.488
C 3.171 -0.463 -1.344
C 1.904 0.709 -0.559
C 0.578 0.116 -0.317
P -0.469 1.508 0.453
O 0.927 2.215 1.065
C -2.259 0.746 -0.209
C -2.793 -0.637 0.138
O -4.153 -0.227 0.531
C -5.032 -1.337 0.947
O -5.114 -2.265 0.240
H 5.399 -0.790 0.031
H 4.735 -2.322 0.747
H 4.178 -0.798 1.342
H 3.996 0.199 -1.609
H 2.584 -0.871 -2.170
H 1.922 1.454 -1.350
H 2.490 1.003 0.301
H 0.557 -0.758 0.325
H 0.127 -0.188 -1.254
H -0.738 2.671 -0.247
H -1.008 1.352 1.729
H 1.327 1.738 1.807
H -2.220 0.773 -1.329
H -3.017 1.439 0.183
H -2.248 -1.211 0.874
H -2.925 -1.243 -0.756
H -5.518 -1.162 1.900
Zr -4.390 1.011 -1.413



(3)
111
Properties=species:S:1:pos:R:3 method="wB97M-V/def2-TZVPD" spin_multiplicity=2 s2=0.79 homo_energy_ev="-10.4 / -10.4" gap_ev="4.249 / 4.689" de_lowest_kj_mol=229.2 total_charge=+1 e_tot_ha=-5328.812370
Os -0.550 -0.484 -0.261
N 7.133 -0.792 6.637
C 6.242 -0.853 5.920
C 5.154 -0.904 5.014
C 4.910 -2.054 4.263
C 3.880 -2.069 3.341
C 3.071 -0.947 3.180
C 3.311 0.193 3.945
C 4.350 0.225 4.851
C 1.973 -0.898 2.185
C 2.352 -0.815 0.842
C 3.689 -0.706 0.372
C 3.624 -0.562 -0.995
C 2.261 -0.588 -1.329
N 1.495 -0.732 -0.247
C 0.678 -0.859 2.704
C 0.333 -1.081 4.068
C -1.034 -0.985 4.159
C -1.497 -0.697 2.859
N -0.491 -0.621 1.994
H 5.537 -2.922 4.406
H 3.692 -2.958 2.758
H 2.678 1.055 3.805
H 4.547 1.116 5.428
H 4.566 -0.727 0.989
H 4.436 -0.455 -1.688
H 1.831 -0.496 -2.312
H 1.035 -1.311 4.845
H -1.636 -1.092 5.040
H -2.520 -0.561 2.555
C 1.128 4.999 -3.730
C 1.223 4.895 -2.208
C 2.255 3.853 -1.790
C 1.562 6.262 -1.613
O -0.072 4.498 -1.738
Si -0.679 3.528 -0.617
S -0.413 1.487 -1.461
O 0.084 3.414 0.789
C -0.172 4.014 2.075
C 1.196 4.263 2.711
C -0.987 3.015 2.892
C -0.935 5.324 1.913
O -2.244 3.750 -0.420
C -3.349 4.188 -1.222
C -3.500 3.257 -2.420
C -3.095 5.622 -1.680
C -4.570 4.108 -0.306
H 2.081 5.332 -4.130
H 0.362 5.718 -4.011
H 0.879 4.033 -4.163
H 3.251 4.149 -2.103
H 2.008 2.894 -2.241
H 2.240 3.742 -0.708
H 2.542 6.578 -1.959
H 1.575 6.214 -0.528
H 0.833 7.005 -1.925
H 1.783 3.348 2.705
H 1.066 4.598 3.736
H 1.738 5.029 2.161
H -0.436 2.084 2.999
H -1.926 2.811 2.385
H -1.195 3.419 3.878
H -0.358 6.026 1.315
H -1.134 5.772 2.881
H -1.880 5.136 1.416
H -2.578 3.251 -2.996
H -4.313 3.597 -3.054
H -3.713 2.247 -2.083
H -2.171 5.665 -2.248
H -3.012 6.284 -0.820
H -3.913 5.968 -2.305
H -4.674 3.096 0.079
H -5.465 4.375 -0.858
H -4.458 4.794 0.532
F -3.198 -1.389 0.423
C -2.581 -0.487 -0.402
F -3.020 -0.812 -1.652
F -3.198 0.688 -0.108
C 0.374 -3.958 0.870
Ge -0.708 -3.129 -0.621
C -2.554 -3.938 -0.540
C -3.332 -4.003 -1.684
C -4.521 -4.711 -1.667
C -4.935 -5.341 -0.505
C -4.175 -5.240 0.647
C -3.003 -4.507 0.642
C 0.081 -3.906 -2.311
C 0.473 -3.015 -3.287
C 1.172 -3.421 -4.426
C 1.482 -4.748 -4.598
C 1.060 -5.706 -3.658
C 1.347 -7.075 -3.844
C 0.880 -8.018 -2.966
C 0.094 -7.623 -1.879
C -0.176 -6.293 -1.660
C 0.317 -5.292 -2.516
H 0.365 -5.044 0.824
H 0.002 -3.649 1.844
H 1.407 -3.627 0.780
H -3.007 -3.509 -2.588
H -5.130 -4.763 -2.555
H -5.859 -5.899 -0.492
H -4.500 -5.722 1.558
H -2.432 -4.394 1.551
H 0.226 -1.965 -3.157
H 1.470 -2.691 -5.163
H 2.028 -5.084 -5.466
H 1.944 -7.365 -4.696
H 1.107 -9.063 -3.115
H -0.302 -8.374 -1.213
H -0.807 -5.991 -0.837